Molecular formula: C3H9NO4
Method: DFT, ωB97M-V with the def2-TZVPD basis set

```
17
Properties=species:S:1:pos:R:3
H -1.83 2.15 -0.43
C 2.50 -0.34 -0.10
O -0.43 -0.55 -1.29
H -0.84 0.11 -1.88
C -0.69 -0.12 0.05
H -2.36 0.60 1.21
O 0.13 0.85 0.46
H -0.15 -1.99 0.38
H 1.68 0.65 1.46
O -2.40 1.42 -0.71
H 2.29 -1.22 -0.70
N 1.64 -0.28 1.04
C -2.17 0.34 0.17
H 2.48 0.54 -0.75
O -0.51 -1.25 0.89
H -2.83 -0.47 -0.14
H 3.50 -0.46 0.35
```

M (g mol⁻¹): 123.1
Total energy (eV): -12933.10931
Energy above the lowest of the compared OMol25 structures with the same formula, charge and spin (eV): 4.295
Max |F| (eV/Å): 3.3
HOMO energy (eV): -9.8